Entry 1:
DFT (ωB97M-V with the def2-TZVPD basis set) results for one molecule with the formula BrH9Si5 at a distorted geometry.

Each line ends with the Mulliken charge.
CARTESIAN COORDINATES (ANGSTROEM)
H: -2.414 1.480 -0.395  -0.110
H: 1.989 -2.718 -0.106  -0.045
Si: 0.753 1.894 0.271  0.280
H: 1.353 2.943 -0.443  -0.123
Si: 0.717 -1.940 0.466  0.156
H: -0.973 1.893 -2.297  -0.058
H: 0.664 2.554 1.579  -0.116
H: -2.239 -1.736 -0.704  -0.108
Si: -0.910 -1.154 -0.968  0.299
Si: 1.892 -0.008 1.032  0.341
H: 0.386 -2.858 1.621  -0.092
Si: -1.076 1.167 -0.903  0.157
H: -0.871 -1.231 -2.389  -0.144
Br: 3.640 0.012 -0.424  -0.273
H: 2.619 -0.364 2.149  -0.163

For the LUMO energy, the calculation gives -0.6 eV. The SMILES is Br[SiH]1[SiH2][SiH2][SiH2][SiH2]1. The multiplicity is 1. For the total energy, the calculation gives -109574.916 eV. The net charge is 0. The energy relative to the best compared isomer or geometry (same formula, charge and spin) comes out at 0.067 eV. The orbital gap comes out at 8.61 eV.



Entry 2:
DFT (ωB97M-V with the def2-TZVPD basis set) results for a 4-piece molecular cluster, C5H16O3 overall at a distorted geometry.

Each line ends with the Löwdin spin population.
CARTESIAN COORDINATES (ANGSTROEM)
C: 1.650 0.315 -1.843  0.041
O: -2.640 0.548 1.922  0.000
H: -1.508 0.799 -0.211  0.002
H: 1.196 2.975 1.888  0.000
H: 2.284 -0.666 -1.971  0.009
H: 0.088 -0.331 1.125  0.014
C: 1.615 -1.748 0.551  0.069
H: 1.087 0.624 -2.776  0.004
H: -3.409 1.094 1.901  0.000
C: -0.662 1.034 -0.928  0.043
C: 0.694 -0.620 0.343  0.388
H: -2.474 -1.776 -1.322  0.000
H: 1.291 -2.485 -0.181  0.021
H: -0.423 2.016 -0.636  0.021
O: 0.756 2.234 1.550  0.018
H: 0.655 1.535 2.315  0.000
C: 0.703 0.185 -0.711  0.313
H: 1.363 -2.326 1.464  -0.001
H: -0.913 0.988 -2.022  0.001
H: -2.606 -0.074 1.225  0.000
H: -1.706 -2.324 -0.278  0.000
H: 2.336 1.142 -1.488  0.018
H: 2.714 -1.624 0.557  0.022
O: -2.092 -1.515 -0.472  0.014

For the LUMO energy (spin up / spin down), the calculation gives -3.6 / -7.5 eV. The multiplicity is 2. For the total energy, the calculation gives -11577.073 eV. The net charge is +1. The energy relative to the best compared isomer or geometry (same formula, charge and spin) comes out at 0.635 eV. As for the expectation value of S²: 0.75. The orbital gap (spin up / spin down) comes out at 10.84 / 6.98 eV.



Entry 3:
DFT (ωB97M-V with the def2-TZVPD basis set) results for C32H41NO4P3RhS2 as an isolated structure at a distorted geometry.

Each line ends with the Löwdin spin population.
CARTESIAN COORDINATES (ANGSTROEM)
P: 2.046 0.995 -1.470  -0.025
H: 5.371 -2.350 4.570  0.000
H: -3.181 -0.200 -5.440  0.000
H: 1.139 3.332 0.362  0.001
H: -0.584 0.624 3.266  0.000
C: 2.940 -0.256 -2.427  -0.004
C: -0.586 -2.894 1.490  0.002
S: -0.388 -1.690 -1.607  0.108
C: 3.389 -2.159 3.775  0.000
H: -5.308 -1.640 -3.106  0.000
H: 4.419 5.145 -2.716  0.000
H: 0.542 2.213 -3.600  0.000
C: 1.849 2.398 2.164  0.004
C: 1.399 2.852 -3.419  0.000
H: 4.860 -2.980 -4.360  0.000
H: -5.415 0.102 -2.808  0.000
H: -2.616 -1.180 -6.805  0.000
H: -1.550 -1.997 -4.742  0.001
C: 1.420 4.874 3.369  0.000
C: 3.025 -0.191 -3.816  -0.002
H: -2.358 0.750 3.385  0.001
H: -1.459 -3.178 0.898  0.000
H: 3.789 -1.123 -5.585  0.000
H: 3.560 1.920 0.070  0.000
C: 1.599 3.987 -4.189  0.000
H: 0.320 -3.151 0.946  0.001
H: 4.694 1.043 2.054  0.000
C: 3.383 3.361 -2.150  -0.001
C: -2.315 -0.456 -6.048  0.000
H: -1.962 0.445 -6.549  0.000
H: 6.196 -0.287 3.473  0.000
C: 2.071 2.566 3.537  0.000
Rh: 0.108 0.197 -0.138  0.745
H: 3.420 -1.373 -0.660  0.000
S: -1.322 1.550 -1.776  0.099
C: 4.706 -1.758 3.956  0.000
C: 2.535 -1.410 2.983  0.000
C: -1.531 0.416 2.752  0.001
C: -3.809 -0.881 -1.772  0.000
H: -1.858 2.910 0.652  0.001
O: -2.885 -0.735 -2.867  0.004
H: -3.594 -1.826 -1.267  0.000
N: 2.880 1.180 -0.021  0.000
H: 2.078 3.941 5.180  0.000
C: -1.975 2.448 1.629  0.002
H: 2.841 5.700 -4.533  0.000
C: 4.210 -2.294 -2.435  0.000
O: -0.858 -0.127 -4.127  0.001
H: -0.312 -1.221 -5.747  0.000
H: -0.607 -3.429 2.445  0.000
H: 0.911 4.230 -4.988  0.000
H: 1.279 5.840 3.834  0.000
C: 3.571 4.502 -2.913  0.000
H: 4.675 -3.112 -1.899  0.000
C: 2.995 -0.248 2.368  -0.002
C: 1.148 4.702 2.017  0.000
H: -1.696 -1.602 3.442  0.001
C: 1.343 3.473 1.418  0.003
C: 4.313 -2.221 -3.817  -0.002
C: 5.170 -0.604 3.337  0.000
H: 4.117 3.120 -1.392  0.000
C: 4.325 0.150 2.543  -0.001
C: -1.668 -1.061 2.489  0.001
C: 1.874 3.800 4.126  0.001
P: -1.386 -0.255 -2.647  0.008
H: -3.026 2.490 1.926  0.000
H: 2.424 1.722 4.118  0.000
H: 0.774 5.537 1.437  0.000
H: -1.363 2.980 2.361  0.000
H: 2.568 0.628 -4.356  0.000
H: 1.507 -1.714 2.831  0.000
C: 2.294 2.530 -2.400  -0.004
O: -1.563 1.092 1.507  0.023
H: -2.599 -1.256 1.944  0.000
H: -3.656 -0.060 -1.068  0.000
H: 3.027 -3.055 4.263  0.000
C: 3.715 -1.175 -4.507  0.000
C: 3.514 -1.322 -1.738  -0.002
P: 1.897 0.781 1.393  0.014
C: -1.228 -1.054 -5.184  0.001
H: -5.939 -1.047 -1.561  0.000
O: -0.561 -1.491 1.719  0.019
C: 2.683 4.813 -3.933  0.000
C: -5.208 -0.864 -2.348  0.000

For the LUMO energy (spin up / spin down), the calculation gives -3.5 / -3.1 eV. The multiplicity is 2. For the total energy, the calculation gives -96072.306 eV. The net charge is +1. The energy relative to the best compared isomer or geometry (same formula, charge and spin) comes out at 0.937 eV. As for the expectation value of S²: 0.76. The orbital gap (spin up / spin down) comes out at 6.45 / 7.29 eV.